C3H14NOPbS | the ωB97M-V functional and the def2-TZVPD basis

```
21
Properties=species:S:1:pos:R:3:mulliken_charge:R:1
C -1.95 -1.46 -2.47 -1.3709
Pb -0.85 -0.50 -0.89 0.8970
N 0.51 0.45 -2.36 -0.7631
H -2.02 -1.22 0.21 -0.1244
H -2.28 0.54 -0.79 -0.0839
H -2.94 -1.72 -2.12 0.3794
H -1.31 -2.31 -2.59 0.4351
H -1.96 -0.77 -3.27 0.3449
H 1.46 0.17 -2.22 0.3133
H 0.45 1.46 -2.32 0.3218
H 0.21 0.16 -3.28 0.3252
C 1.48 -0.79 2.37 -0.8465
S 0.02 0.25 2.10 0.4054
C 0.79 1.86 2.43 -0.9124
O 0.33 0.39 0.48 -0.4306
H 1.68 -0.75 3.42 0.4236
H 2.33 -0.41 1.78 0.3102
H 1.25 -1.81 2.06 0.2998
H 1.73 1.94 1.85 0.2955
H 0.11 2.65 2.12 0.3493
H 0.98 1.89 3.48 0.4313
```

Summary:
- Orbital gap: 0.2839 Ha
- E_HOMO: -11.56 eV
- Total charge: +1
- Spin multiplicity: 1
- DFT total energy: -22946.06789 eV
- Energy relative to the best compared isomer or geometry (same formula, charge and spin): 373.89 kJ/mol
- Maximum force: 5.7 eV/A


C3H14O3S | the ωB97M-V functional and the def2-TZVPD basis

```
21
Properties=species:S:1:pos:R:3:nbo_charge:R:1
C 0.87 -0.90 -0.76 -0.6417
C -0.40 -0.95 0.03 -0.5317
S -1.80 0.04 -0.64 0.1459
C -1.79 1.47 0.69 -0.7265
H 1.37 -1.85 -0.86 0.2106
H 1.58 -0.22 -0.28 0.2130
H 0.77 -0.51 -1.75 0.2143
H -0.21 -0.48 1.07 0.2272
H -0.70 -2.01 0.02 0.2314
H -1.81 1.12 1.74 0.2117
H -0.77 2.10 0.65 0.2081
H -2.64 2.17 0.53 0.2264
H -3.78 -2.23 -1.57 0.4698
H -3.43 -3.04 -0.42 0.4535
O -3.11 -2.83 -1.21 -0.9196
H 3.11 0.15 2.14 0.4843
H 2.97 1.50 1.34 0.4861
O 2.64 0.65 1.51 -0.9614
H 1.72 2.18 -1.01 0.4656
H 2.82 1.38 -0.43 0.4735
O 2.58 2.26 -0.78 -0.9406
```

Summary:
- Orbital gap: 0.3330 Ha
- E_HOMO: -8.44 eV
- Spin multiplicity: 1
- DFT total energy: -20314.37362 eV
- Energy relative to the best compared isomer or geometry (same formula, charge and spin): 179.62 kJ/mol
- Maximum force: 6.4 eV/A


C3H14O3S2 | the ωB97M-V functional and the def2-TZVPD basis

```
22
Properties=species:S:1:pos:R:3:lowdin_spin:R:1
C -0.60 1.88 -1.22 0.0441
C 0.77 1.58 -0.70 0.0461
S 0.42 1.02 0.97 0.0882
S 1.43 -0.56 1.49 0.0895
C 0.99 -2.19 0.89 0.0997
H -0.51 2.25 -2.23 0.0032
H -1.19 2.61 -0.59 0.0064
H -1.24 1.04 -1.42 0.0145
H 1.38 0.81 -1.23 0.0113
H 1.23 2.59 -0.96 0.0024
H 0.11 -2.12 0.34 0.0267
H 1.84 -2.48 0.39 0.0144
H 0.68 -3.01 1.57 0.0412
H -2.53 2.45 1.66 0.0200
H -3.24 1.14 1.98 0.0287
O -3.18 1.76 1.26 0.0692
H -3.94 -1.19 1.46 0.0406
H -2.92 -2.18 1.21 0.0742
O -3.09 -1.25 1.33 0.2274
H 3.85 -1.19 -1.74 0.0099
H 5.22 -1.21 -2.29 0.0056
O 4.51 -1.74 -2.18 0.0367
```

Summary:
- Orbital gap (alpha / beta): 0.0731 / 0.3026 Ha
- E_HOMO (alpha / beta): 0.87 / -5.45 eV
- Total charge: -1
- Spin multiplicity: 2
- DFT total energy: -31148.22729 eV
- ⟨S²⟩: 0.75
- Energy relative to the best compared isomer or geometry (same formula, charge and spin): 298.87 kJ/mol
- Maximum force: 7.3 eV/A


C3H14O4 | the ωB97M-V functional and the def2-TZVPD basis

```
21
Properties=species:S:1:pos:R:3:nbo_charge:R:1
C -1.68 1.41 1.36 -0.6572
C -0.48 2.02 2.04 -0.1702
C 0.64 1.41 2.39 -0.4062
H -1.39 0.92 0.43 0.2029
H -2.15 0.61 1.95 0.2244
H -2.48 2.15 1.32 0.2158
H -0.56 3.10 2.09 0.1850
H 1.47 2.00 2.77 0.2018
H 0.69 0.33 2.35 0.2023
H -1.44 0.08 -1.28 0.4916
H -1.93 1.14 -2.39 0.4934
O -1.33 0.42 -2.19 -0.9780
H 2.46 -2.00 -1.43 0.4741
H 3.46 -1.11 -0.63 0.4666
O 3.35 -1.96 -1.01 -0.9445
H 1.41 -0.92 -2.53 0.4924
H -0.21 -1.20 -2.43 0.5202
O 0.69 -1.55 -2.33 -0.9991
H -0.72 -2.83 -0.18 0.4634
H 0.43 -1.94 -0.50 0.4858
O -0.23 -2.10 0.20 -0.9644
```

Summary:
- Orbital gap: 0.3708 Ha
- E_HOMO: -9.69 eV
- Spin multiplicity: 1
- DFT total energy: -11527.07695 eV
- Energy relative to the best compared isomer or geometry (same formula, charge and spin): 147.77 kJ/mol
- Maximum force: 1.9 eV/A


C3H14O4 | the ωB97M-V functional and the def2-TZVPD basis

```
21
Properties=species:S:1:pos:R:3:nbo_charge:R:1
C 0.54 -1.10 0.70 -0.6449
C 0.02 -1.20 -0.73 0.0909
C -0.29 -2.68 -1.04 -0.6218
O -1.15 -0.39 -0.91 -0.7617
H 0.76 -0.11 1.10 0.2204
H -0.23 -1.52 1.37 0.2042
H 1.39 -1.75 0.93 0.2188
H 0.71 -0.84 -1.51 0.1791
H 0.52 -3.32 -0.70 0.2075
H -1.07 -2.94 -0.32 0.2047
H -0.56 -2.92 -2.06 0.2186
H -1.42 0.10 -0.14 0.5022
H -0.52 1.83 1.75 0.5024
H -1.95 1.38 2.14 0.4782
O -1.33 1.43 1.42 -0.9736
H -0.32 2.46 -2.08 0.4678
H -0.36 1.19 -1.25 0.4887
O 0.27 1.86 -1.60 -0.9845
H 1.64 3.58 1.18 0.4706
H 1.65 2.29 0.42 0.4928
O 1.71 2.64 1.32 -0.9605
```

Summary:
- Orbital gap: 0.3988 Ha
- E_HOMO: -10.26 eV
- Spin multiplicity: 1
- DFT total energy: -11528.21647 eV
- Energy relative to the best compared isomer or geometry (same formula, charge and spin): 37.83 kJ/mol
- Maximum force: 1.4 eV/A


C3H14O4 | the ωB97M-V functional and the def2-TZVPD basis

```
21
Properties=species:S:1:pos:R:3:nbo_charge:R:1
C -21.49 32.83 -10.33 -0.2439
O -20.88 34.09 -10.43 -0.7607
H -21.09 32.24 -9.49 0.1560
H -22.56 32.92 -10.14 0.1961
H -21.31 32.24 -11.23 0.1605
H -19.94 34.03 -10.64 0.4986
C -18.10 36.47 -9.55 -0.6347
C -17.58 35.48 -8.52 -0.0576
O -16.62 34.59 -9.06 -0.7487
H -19.03 36.92 -9.19 0.2210
H -18.34 35.91 -10.46 0.1865
H -17.41 37.23 -9.91 0.2090
H -18.47 34.91 -8.21 0.1463
H -17.07 35.99 -7.70 0.1805
H -16.97 34.08 -9.80 0.4837
O -18.07 32.91 -10.84 -0.9601
H -18.40 32.05 -10.54 0.4897
H -17.88 32.78 -11.78 0.4897
O -21.97 36.52 -9.36 -0.9649
H -21.77 36.34 -8.44 0.4595
H -21.65 35.73 -9.84 0.4935
```

Summary:
- Orbital gap: 0.3612 Ha
- E_HOMO: -9.81 eV
- Spin multiplicity: 1
- DFT total energy: -11527.46077 eV
- Energy relative to the best compared isomer or geometry (same formula, charge and spin): 110.74 kJ/mol
- Maximum force: 1.2 eV/A


C3H14O4 | the ωB97M-V functional and the def2-TZVPD basis

```
21
Properties=species:S:1:pos:R:3:nbo_charge:R:1
C 0.98 0.19 -0.24 -0.1739
O 0.17 1.95 2.26 -1.0236
C -0.06 0.58 -1.06 -0.2506
C 1.36 1.46 -1.39 -0.6708
H 1.64 -0.67 -0.35 0.2503
H 0.98 0.51 0.80 0.3069
H -0.55 1.29 2.07 0.5185
H -0.44 0.02 -1.90 0.2998
H -0.71 1.17 -0.42 0.2949
H 1.20 2.51 -1.20 0.2729
H 2.43 1.24 -1.34 0.3227
H 1.25 1.28 -2.46 0.2928
H -0.50 -2.90 1.42 0.4682
H -0.69 -1.30 1.06 0.4979
O -0.21 -2.26 0.76 -1.0849
H -0.80 -2.19 -0.80 0.5173
H -1.94 -2.41 -1.91 0.4723
O -1.17 -1.88 -1.67 -1.0266
H 0.42 1.87 3.18 0.4672
H -2.14 -0.29 1.70 0.4541
O -1.21 -0.16 1.49 -1.2053
```

Summary:
- Orbital gap: 0.3336 Ha
- E_HOMO: -8.78 eV
- Spin multiplicity: 1
- DFT total energy: -11524.38268 eV
- Energy relative to the best compared isomer or geometry (same formula, charge and spin): 407.73 kJ/mol
- Maximum force: 1.7 eV/A


C3H14O4 | the ωB97M-V functional and the def2-TZVPD basis

```
21
Properties=species:S:1:pos:R:3:nbo_charge:R:1
C -1.04 0.67 -1.44 -0.6501
C -1.17 1.19 -0.04 0.0926
C 0.18 1.72 0.58 -0.6439
O -1.59 0.05 0.82 -0.7579
H -1.29 1.40 -2.17 0.2290
H -1.76 -0.14 -1.62 0.2206
H -0.04 0.21 -1.68 0.2272
H -2.00 1.91 0.24 0.1822
H 0.67 2.38 -0.13 0.2242
H 0.90 0.96 0.86 0.2036
H 0.00 2.24 1.52 0.2057
H -1.51 0.36 1.69 0.4625
H 3.23 1.78 -0.32 0.4631
H 2.57 0.37 -0.55 0.4883
O 3.17 1.05 -0.97 -0.9525
H -1.51 -2.10 -0.21 0.4652
H -2.76 -1.93 0.59 0.4667
O -2.11 -2.60 0.54 -0.9307
H 2.44 -2.26 0.98 0.4780
H 1.21 -1.44 0.83 0.4741
O 2.03 -1.65 0.27 -0.9481
```

Summary:
- Orbital gap: 0.4077 Ha
- E_HOMO: -10.64 eV
- Spin multiplicity: 1
- DFT total energy: -11526.93878 eV
- Energy relative to the best compared isomer or geometry (same formula, charge and spin): 161.10 kJ/mol
- Maximum force: 4.9 eV/A


C3H14O5 | the ωB97M-V functional and the def2-TZVPD basis

```
22
Properties=species:S:1:pos:R:3:nbo_charge:R:1
C -2.70 -0.96 0.71 -0.1666
O -0.01 -0.33 1.48 -0.8954
C -2.32 0.15 0.09 -0.3570
C -1.61 0.37 -1.04 0.0419
H -2.45 -1.98 0.45 0.2311
H -3.52 -0.80 1.42 0.2251
H -0.86 -0.61 1.42 0.4400
H -2.96 0.99 0.35 0.2301
H -1.82 1.28 -1.58 0.2260
H -0.89 -0.31 -1.46 0.2641
H 2.57 -0.08 1.02 0.4935
H 1.67 -0.95 1.85 0.4587
O 2.56 -0.94 1.65 -1.0311
H 0.97 1.39 -0.61 0.5529
H 3.13 1.42 -0.06 0.4575
O 2.50 0.76 -0.32 -1.2216
H 1.92 -0.39 -1.52 0.4959
H 2.16 -1.58 -0.80 0.4862
O 1.71 -1.32 -1.58 -0.9987
H -0.12 2.30 -1.39 0.4964
H 0.14 0.01 0.65 0.4645
O -0.06 1.59 -0.74 -0.8936
```

Summary:
- Orbital gap: 0.2045 Ha
- E_HOMO: -8.62 eV
- Spin multiplicity: 1
- DFT total energy: -13570.03789 eV
- Energy relative to the best compared isomer or geometry (same formula, charge and spin): 574.96 kJ/mol
- Maximum force: 4.4 eV/A


C3H15AsF6O4 | the ωB97M-V functional and the def2-TZVPD basis

```
29
Properties=species:S:1:pos:R:3:nbo_charge:R:1
O -0.22 -12.58 6.82 -0.7771
H 0.02 -13.11 7.58 0.5731
H 0.34 -11.80 6.78 0.5311
H -0.15 -13.05 5.98 0.5332
As -2.61 -12.66 9.85 2.7787
F -4.37 -13.21 9.88 -0.6111
F -2.08 -14.07 10.89 -0.6281
F -0.92 -12.11 9.75 -0.6456
F -3.04 -11.27 8.74 -0.6289
F -2.91 -11.68 11.32 -0.6083
F -2.29 -13.74 8.41 -0.6504
O 0.08 -13.51 4.48 -0.9404
H 0.93 -13.41 4.04 0.4935
H -0.56 -13.31 3.80 0.5028
O 1.13 -10.58 6.21 -0.9486
H 0.82 -9.68 6.21 0.5091
H 2.08 -10.51 6.15 0.4958
C 0.48 -15.79 9.27 -0.6549
C 1.80 -15.02 9.01 0.0977
C 2.76 -15.93 8.24 -0.6231
O 1.51 -14.00 8.09 -0.7570
H 0.55 -16.76 9.76 0.2200
H -0.09 -15.97 8.35 0.2128
H -0.23 -15.15 9.79 0.2604
H 2.20 -14.65 9.95 0.1781
H 3.03 -16.73 8.93 0.2235
H 3.62 -15.30 8.03 0.1799
H 2.37 -16.23 7.27 0.2148
H 2.35 -13.72 7.71 0.4692
```

Summary:
- Orbital gap: 0.3764 Ha
- E_HOMO: -11.28 eV
- Spin multiplicity: 1
- DFT total energy: -88689.78703 eV
- Maximum force: 3.1 eV/A


C3H15CdO6 | the ωB97M-V functional and the def2-TZVPD basis

```
25
Properties=species:S:1:pos:R:3:nbo_charge:R:1
Cd 0.01 0.02 0.12 1.7363
C 1.95 -2.00 -1.10 -0.2156
O 1.46 -1.58 0.11 -1.0165
H 1.90 -3.12 -1.20 0.0977
H 1.40 -1.61 -1.98 0.1197
H 3.02 -1.73 -1.24 0.1056
C 0.68 1.25 -2.92 -0.2019
O -0.04 1.20 -1.76 -1.0468
H 0.05 1.06 -3.82 0.1050
H 1.15 2.25 -3.10 0.0961
H 1.51 0.51 -2.97 0.1240
C -1.10 -0.05 3.26 -0.1905
O -0.63 -0.75 2.22 -0.9971
H -1.05 -0.62 4.22 0.1156
H -0.53 0.91 3.47 0.0795
H -2.17 0.30 3.18 0.0562
O 1.11 1.79 0.97 -0.9711
H 1.49 2.34 0.29 0.4975
H 1.45 2.06 1.82 0.4855
O -1.97 1.05 0.63 -0.9755
H -2.22 1.87 1.06 0.4799
H -2.28 0.34 1.20 0.5057
O -1.47 -1.57 -0.76 -0.9606
H -1.42 -2.47 -0.45 0.4940
H -2.29 -1.45 -1.24 0.4775
```

Summary:
- Orbital gap: 0.2426 Ha
- E_HOMO: -3.55 eV
- Total charge: -1
- Spin multiplicity: 1
- DFT total energy: -20202.30853 eV
- Energy relative to the best compared isomer or geometry (same formula, charge and spin): 0.00 kJ/mol
- Maximum force: 1.5 eV/A


C3H15HfO15 | the ωB97M-V functional and the def2-TZVPD basis

```
34
Properties=species:S:1:pos:R:3:nbo_charge:R:1
Hf -0.17 0.16 -0.08 2.3949
C -0.50 3.30 -0.72 0.9881
O -0.59 2.07 -0.49 -0.8641
O -1.60 4.04 -0.62 -0.6615
O 0.63 3.80 -0.88 -0.6531
H -2.37 3.61 -0.39 0.4812
C 0.78 -2.56 -1.35 0.9730
O 1.69 -3.22 -0.92 -0.6501
O -0.07 -3.03 -2.17 -0.6987
O 0.62 -1.38 -0.99 -0.8255
H 0.12 -3.99 -2.35 0.5217
C 1.38 -1.31 2.39 0.9836
O 1.06 -1.32 3.54 -0.6745
O 2.34 -2.10 1.96 -0.6862
O 0.72 -0.72 1.52 -0.8248
H 2.77 -2.60 2.63 0.5053
O -1.80 -0.28 -1.29 -0.9235
H -1.96 0.43 -1.94 0.5418
H -2.66 -0.76 -1.32 0.5438
O 0.30 0.69 -2.60 -0.9331
H 0.16 1.48 -3.09 0.5008
H 0.80 0.15 -3.22 0.5119
O 1.78 0.89 -0.31 -0.9051
H 2.28 1.15 -1.10 0.5351
H 2.51 1.05 0.33 0.5379
O -1.72 0.50 1.38 -0.9074
H -1.97 -0.03 2.14 0.5501
H -2.52 0.83 0.96 0.5137
O -1.29 -2.15 0.80 -0.9332
H -0.95 -2.75 1.44 0.5143
H -1.71 -2.76 0.20 0.4864
O 0.59 1.96 1.93 -0.9312
H 1.38 2.53 2.06 0.4996
H -0.02 2.29 2.56 0.4889
```

Summary:
- Orbital gap: 0.3028 Ha
- E_HOMO: -12.17 eV
- Total charge: +1
- Spin multiplicity: 1
- DFT total energy: -35373.41111 eV
- Maximum force: 5.4 eV/A